Record 1
Entry from OMol25: a 8-piece molecular cluster, C12H38N13O9 overall at a distorted geometry (wB97M-V/def2-TZVPD).

XYZ file:
```
72
Properties=species:S:1:pos:R:3:forces:R:3
C -1.54718 0.14859 0.83073 0.673 0.337 0.719
C -0.36520 -0.55976 0.15293 -0.694 0.557 -0.771
O -0.63953 -1.16932 -0.91874 0.275 -0.245 0.358
O 0.77651 -0.49531 0.65295 0.314 0.093 0.498
H -2.24069 0.63538 0.14878 -0.191 -0.698 -0.246
H -1.23835 0.96186 1.49007 0.375 -0.147 0.027
H -1.97110 -0.60617 1.49803 -0.521 0.012 -0.261
C 2.61806 5.30247 -0.92893 -0.671 -1.683 1.215
C 1.46639 4.62875 -1.67919 0.609 0.681 -0.500
C 0.11279 5.26624 -1.33249 -0.970 0.307 -1.515
O -0.93629 4.32398 -1.21090 -0.108 -0.790 1.913
C -0.92149 3.69822 0.10541 0.182 0.090 -0.971
N 1.73058 4.72493 -3.14501 -0.668 -0.284 0.084
H 2.76571 6.34914 -1.17290 0.224 -0.090 -0.114
H 3.49520 4.64965 -0.94639 0.447 0.555 -0.865
H 2.38369 5.14140 0.13079 -0.197 0.767 0.140
H 1.41412 3.57428 -1.39504 -0.038 -0.006 0.313
H -0.28558 5.84255 -2.17652 0.720 0.218 -0.206
H 0.07974 5.98341 -0.50653 0.525 -0.354 0.358
H -0.46752 4.35905 0.84501 -0.111 0.129 0.052
H -0.33381 2.77864 0.09461 0.093 -0.071 -0.109
H -1.93831 3.44199 0.39616 -0.103 0.125 -0.115
H 2.45029 4.06288 -3.42134 0.286 0.128 0.319
H 0.92175 4.33862 -3.62764 -0.161 0.221 0.006
C 1.94225 -0.32707 -3.41828 0.056 0.342 -1.814
O 2.71722 -0.12462 -4.35811 -0.276 -0.300 0.520
N 2.22754 0.02189 -2.14312 -0.260 -0.018 -0.370
N 0.69059 -0.84707 -3.57129 -0.100 -0.027 0.523
H 1.52363 -0.24778 -1.47582 0.666 0.197 0.867
H 3.19342 0.25523 -2.00264 -0.162 -0.056 0.610
H 0.34923 -1.17329 -4.45418 0.278 0.052 -0.092
H 0.13318 -0.99536 -2.73853 -0.116 -0.097 -0.263
C 1.93637 2.70009 2.00228 1.184 1.388 0.893
O 2.18622 3.86169 2.33856 -0.638 -0.498 -0.363
N 1.03641 1.89268 2.59785 -0.721 -0.878 0.108
N 2.67033 2.04689 1.07049 0.222 -0.615 -0.686
H 0.35349 2.20091 3.26341 0.225 0.432 -0.024
H 0.88110 0.99867 2.15358 -0.239 -0.158 0.025
H 3.37672 2.51381 0.53496 -0.052 0.205 0.182
H 2.49978 1.06959 0.90186 -0.075 0.064 -0.273
C 3.28337 -3.12280 0.77899 2.213 -0.779 0.597
O 4.18606 -3.94849 0.96497 -0.690 0.240 -0.387
N 2.67140 -2.95889 -0.40129 -1.051 -0.031 -1.192
N 2.95621 -2.25396 1.76794 -0.638 0.428 0.384
H 1.81451 -2.44023 -0.51556 0.203 0.461 0.281
H 2.99524 -3.46257 -1.20747 0.133 -0.209 0.225
H 2.47020 -1.40566 1.51783 -0.140 -0.026 0.107
H 3.64671 -2.22659 2.49745 -0.110 0.044 0.070
C -0.69267 -4.36290 -2.90135 -0.929 -1.313 -1.819
O -1.00798 -5.11942 -3.83396 0.721 0.169 0.978
N -1.34737 -3.20833 -2.73059 -0.931 1.136 0.072
N 0.27643 -4.57373 -1.98789 0.051 0.142 0.300
H -2.06226 -3.03087 -3.41455 0.004 0.034 0.134
H -1.27413 -2.60707 -1.91669 0.085 0.023 -0.232
H 0.53051 -3.73256 -1.50182 0.554 -0.476 0.392
H 0.79926 -5.42878 -1.97934 0.169 0.191 -0.001
C -2.35042 -3.71156 2.09352 -0.790 -0.534 1.878
O -3.43535 -4.02789 2.57912 0.632 0.135 -0.133
N -1.23566 -3.45069 2.86587 0.235 0.367 0.019
N -2.13940 -3.56947 0.78792 0.322 0.133 -0.571
H -1.27433 -3.49265 3.86676 -0.327 -0.180 -0.046
H -0.31419 -3.41400 2.46406 -0.025 0.015 -0.039
H -1.26147 -3.15901 0.52128 -0.246 -0.134 -0.850
H -2.84648 -3.93807 0.17718 0.278 0.270 -0.329
C -5.36146 -0.95873 3.42018 -0.049 -2.258 -1.554
O -6.46102 -1.16261 3.91367 0.328 0.783 0.576
N -4.16908 -1.22419 4.02809 -0.983 1.242 0.794
N -5.24517 -0.79378 2.06112 -0.464 0.728 -0.164
H -3.35252 -1.31862 3.45874 0.206 -0.471 0.338
H -4.33475 -1.64869 4.92444 0.792 -0.158 -0.023
H -6.10807 -0.89201 1.55775 0.091 0.211 -0.085
H -4.40336 -0.58287 1.55876 0.069 -0.070 0.107
```
Forces are in eV/Å.

energy above the lowest of the compared OMol25 structures with the same formula, charge and spin: 0.0 kJ/mol
electronic energy: -50868.377 eV
LUMO level: 2.23 eV
HOMO-LUMO gap: 9.74 eV
F_max: 0.0533 hartree/bohr
charge: -1
2S+1: 1


Record 2
Entry from OMol25: C7H12Cl6F3NaO3S as an isolated structure at a distorted geometry (wB97M-V/def2-TZVPD).

XYZ file:
```
33
Properties=species:S:1:pos:R:3:forces:R:3
Na -1.38514 1.51415 2.14454 0.286 -0.411 -0.124
C 2.74105 -2.40309 -1.05295 1.117 -0.111 1.824
F 2.42040 -1.44445 -1.94000 -0.069 -0.682 0.345
F 1.69750 -3.29584 -0.93735 1.183 1.130 -0.375
F 3.83940 -3.07326 -1.51977 -1.347 0.495 0.180
S 3.23158 -1.58984 0.74978 2.576 0.350 0.544
O 2.04623 -0.82061 1.07672 -0.759 0.280 -0.413
O 3.48254 -2.69052 1.68479 -0.594 0.300 -1.407
O 4.46182 -0.75904 0.54078 -2.495 -1.502 -0.575
Cl -2.82196 0.21991 -1.92739 0.368 -0.075 0.433
C -4.33419 0.21375 -2.81753 -0.131 -0.593 -1.438
C -5.07798 1.51750 -2.78354 -0.029 0.041 -0.445
Cl -5.44770 1.93071 -1.10274 -0.392 0.324 0.167
H -4.95331 -0.65112 -2.57924 0.004 0.260 0.806
H -4.05322 -0.03206 -3.84160 0.094 0.411 -0.198
H -5.98407 1.42872 -3.38288 -0.278 -0.204 0.411
H -4.56018 2.35278 -3.25501 0.433 -0.146 0.363
Cl 5.15901 3.74914 -3.44662 0.146 0.521 -0.398
C 4.05841 3.49090 -2.08780 0.304 -0.949 0.567
C 2.79674 4.32116 -2.18149 0.729 -0.133 -0.764
Cl 1.83248 4.06474 -0.71221 -0.184 0.101 -0.014
H 4.60832 3.66499 -1.16293 -0.069 0.226 -0.111
H 3.88504 2.41594 -2.13780 -0.471 0.135 0.260
H 2.24897 4.01093 -3.07133 -0.281 0.061 0.258
H 3.06019 5.37318 -2.29079 -0.206 -0.019 0.256
Cl -2.84935 -2.30646 3.18667 -0.201 0.561 -0.311
C -2.27294 -3.30389 4.53993 0.709 0.117 -0.153
C -0.87711 -2.77727 5.08568 -1.082 -1.863 -0.939
Cl -0.93460 -1.18527 5.78291 -0.345 0.691 0.586
H -2.27484 -4.29880 4.09468 0.996 -0.043 0.114
H -3.11250 -3.40338 5.22793 0.441 0.715 0.548
H -0.09963 -2.70076 4.32558 -0.437 -0.332 -0.349
H -0.53096 -3.53283 5.79096 -0.018 0.341 0.353
```
Forces are in eV/Å.

energy above the lowest of the compared OMol25 structures with the same formula, charge and spin: 38.1 kJ/mol
electronic energy: -112133.804 eV
LUMO level: -2.66 eV
HOMO-LUMO gap: 5.26 eV
F_max: 0.0577 hartree/bohr
charge: 0
2S+1: 1


Record 3
Entry from OMol25: a 2-piece molecular cluster, C14H16 overall at a distorted geometry (wB97M-V/def2-TZVPD).

XYZ file:
```
30
Properties=species:S:1:pos:R:3:forces:R:3
C -2.51634 -2.87982 0.28578 -0.465 0.622 -0.587
C -2.24676 -1.58097 -0.42696 0.304 1.105 -0.490
C -1.14235 -0.76784 -0.12640 -0.292 -1.171 0.134
C -0.84718 0.37693 -0.83088 -0.591 1.251 0.362
C -1.74286 0.90883 -1.77339 0.524 -1.071 0.333
C -2.82471 0.11483 -2.09934 -0.952 0.169 0.488
C -3.08084 -1.07954 -1.42636 -0.055 -0.477 0.041
H -3.59204 -2.96670 0.45225 0.071 -0.083 0.280
H -1.96926 -2.91785 1.22068 0.018 -0.243 0.108
H -2.25350 -3.70005 -0.37791 0.254 -0.228 0.164
H -0.53528 -1.07180 0.71800 0.306 0.086 -0.122
H -0.02573 0.97998 -0.47750 0.131 0.015 -0.166
H -1.61340 1.89257 -2.19732 0.158 -0.004 -0.119
H -3.62736 0.48733 -2.72665 0.255 0.012 -0.293
H -3.99725 -1.61686 -1.65034 0.034 -0.017 -0.131
C 1.75184 -0.45422 2.88130 0.794 0.094 0.793
C 1.89184 0.30849 1.57694 -0.711 -2.023 1.096
C 1.72805 1.67580 1.57369 -0.141 0.931 0.521
C 2.06219 2.46825 0.48984 0.062 -1.241 -0.049
C 2.41647 1.75065 -0.64432 0.691 0.252 -1.026
C 2.47063 0.37027 -0.68544 -0.015 -1.714 0.752
C 2.19490 -0.44156 0.44626 0.973 2.803 -0.708
H 0.91330 -1.14392 2.97533 -0.266 0.259 -0.213
H 1.78924 0.21559 3.74591 -0.527 0.092 -0.142
H 2.63775 -1.07271 3.08262 -0.035 -0.027 -0.477
H 1.36210 2.15846 2.47679 0.267 -0.117 0.057
H 2.12363 3.53446 0.61646 -0.214 0.222 -0.405
H 2.76788 2.18344 -1.57486 -0.191 0.608 0.208
H 2.82348 -0.11284 -1.58845 -0.127 0.100 -0.121
H 2.43284 -1.48828 0.53061 -0.260 -0.202 -0.287
```
Forces are in eV/Å.

energy above the lowest of the compared OMol25 structures with the same formula, charge and spin: 65.0 kJ/mol
SMILES string: Cc1ccccc1.Cc1ccccc1
electronic energy: -14777.091 eV
LUMO level: 0.94 eV
HOMO-LUMO gap: 9.73 eV
F_max: 0.0593 hartree/bohr
charge: 0
2S+1: 1


Record 4
Entry from OMol25: a 4-piece molecular cluster, C29H48F2NO6S3 overall at a distorted geometry (wB97M-V/def2-TZVPD).

XYZ file:
```
89
Properties=species:S:1:pos:R:3:forces:R:3
C -4.76028 1.39004 0.81987 0.262 0.631 -0.454
C -4.80766 2.50925 -0.24755 0.689 -0.152 0.658
C -4.87660 1.93401 -1.66230 -1.344 -0.181 1.143
F -5.34959 2.81003 -2.57741 0.700 0.120 -0.192
N -3.60361 1.31289 -2.07718 -0.672 -0.402 0.129
C -3.37590 0.08050 -1.80371 1.248 -1.171 -0.760
C -1.98205 -0.33519 -2.25255 0.216 0.372 0.427
C -1.31298 1.06902 -2.06826 -1.153 -0.449 -0.406
C 0.14086 1.25049 -2.46174 0.072 0.093 1.341
C 0.95901 0.16836 -1.75785 -0.165 0.505 -0.968
C 1.61181 -0.77959 -2.53024 -0.566 0.605 -0.296
C 2.31768 -1.78217 -1.92204 0.631 -0.944 -1.092
C 2.39294 -1.85980 -0.55781 0.227 -0.385 0.796
C 1.77180 -0.90484 0.21526 0.155 -0.308 0.644
C 1.05667 0.11574 -0.38032 -0.186 0.814 0.943
C 0.41227 1.13442 0.54398 -0.754 -0.547 -0.249
C -2.41884 1.85674 -2.80458 0.317 -0.042 -1.232
C -2.24943 3.33342 -3.11095 0.856 0.236 0.766
C -2.25494 4.29159 -1.92303 -0.603 0.192 -0.876
F -3.13771 3.72096 -4.09543 -0.252 -0.064 0.225
H -3.81109 0.85085 0.71439 -0.296 -0.274 0.119
H -5.63167 0.73463 0.75223 0.208 -0.097 0.103
H -4.72127 1.85939 1.80451 -0.157 -0.141 -0.065
H -3.90108 3.10192 -0.09141 -0.197 0.138 -0.280
H -5.66540 3.15600 -0.04961 -0.012 -0.090 -0.413
H -5.60789 1.11626 -1.60807 0.229 -0.050 -0.261
H -4.04217 -0.60626 -1.29043 -0.379 0.432 -0.136
H -1.92003 -0.65176 -3.30688 -0.493 0.289 0.018
H -1.52066 -1.17509 -1.72676 -0.295 0.287 0.468
H -1.55418 1.25387 -1.01495 1.002 0.382 0.042
H 0.46406 2.20829 -2.02766 -0.090 0.049 -0.415
H 0.30655 1.28274 -3.54087 -0.096 -0.190 0.087
H 1.52858 -0.67052 -3.60820 0.201 -0.302 0.044
H 2.82244 -2.51691 -2.54408 -0.021 0.036 0.124
H 2.92602 -2.65675 -0.05055 0.003 0.006 -0.202
H 1.86095 -0.97518 1.30815 -0.167 0.231 -0.662
H 1.05551 1.41828 1.37660 -0.016 -0.018 -0.136
H -0.47754 0.65674 0.98561 0.171 0.161 0.123
H 0.03339 2.00908 0.01518 0.381 0.185 0.258
H -2.51404 1.34857 -3.77980 0.033 0.486 -0.086
H -1.25654 3.41636 -3.57536 -0.081 -0.330 0.060
H -1.62382 3.93746 -1.10457 -0.117 0.078 -0.019
H -3.29308 4.47260 -1.63049 0.203 -0.089 0.277
H -1.87877 5.25022 -2.28920 0.094 -0.098 0.241
C 3.61904 4.72269 0.31461 -0.059 0.105 -0.011
C 3.54922 6.06544 1.05087 0.061 -0.070 0.018
C 2.07232 6.35326 1.34402 0.225 0.312 -0.106
S 1.26315 4.75493 1.47329 0.525 0.031 0.095
O 0.31784 4.61928 0.38292 -0.127 -0.079 0.125
O 0.87730 4.51971 2.83897 -0.386 -0.099 -0.118
C 2.71508 3.77454 1.09550 0.295 -0.015 -0.251
H 4.63883 4.34509 0.25818 -0.019 -0.015 -0.009
H 3.24553 4.83956 -0.70575 0.010 -0.038 0.004
H 4.10319 5.99420 1.98897 -0.016 -0.009 -0.008
H 3.99611 6.86935 0.46805 -0.023 0.009 0.022
H 1.94056 6.89298 2.27854 -0.182 -0.072 0.000
H 1.60081 6.90071 0.52946 -0.086 -0.079 0.013
H 2.42636 2.89209 0.53143 -0.090 0.011 0.046
H 3.17194 3.48360 2.04143 -0.097 0.003 0.037
C 3.95507 -4.05945 5.27491 0.103 -0.008 -0.109
C 5.10473 -3.09320 4.96509 -0.057 -0.001 0.087
C 4.88656 -2.56227 3.54305 0.374 0.000 0.162
S 3.11479 -2.61577 3.25542 0.219 0.042 0.644
O 2.84287 -3.57258 2.21002 -0.146 0.222 -0.183
O 2.59662 -1.26455 3.19954 -0.014 -0.268 -0.130
C 2.68226 -3.34813 4.82736 0.006 -0.213 0.278
H 3.91642 -4.31678 6.33204 -0.022 -0.003 -0.015
H 4.08546 -4.98347 4.70716 -0.042 -0.006 0.023
H 5.08442 -2.26374 5.67495 -0.013 -0.005 -0.016
H 6.07537 -3.57792 5.05719 -0.004 0.021 -0.023
H 5.23370 -1.53756 3.43355 -0.109 0.006 -0.142
H 5.36416 -3.19789 2.79928 -0.123 -0.001 -0.061
H 1.83474 -4.01777 4.69818 -0.043 0.094 -0.131
H 2.42201 -2.53846 5.50908 -0.021 0.041 -0.074
C -2.36653 -4.72178 -2.59229 0.119 0.032 0.057
C -0.98778 -4.72891 -1.91605 -0.044 0.029 -0.056
C -1.19833 -5.11987 -0.44875 0.318 0.252 -0.168
S -2.67680 -6.14064 -0.40870 0.118 -0.089 -0.181
O -3.69702 -5.44001 0.33031 -0.006 -0.035 0.058
O -2.31477 -7.49638 -0.10163 -0.153 -0.009 0.195
C -3.05213 -6.01116 -2.15460 -0.041 0.210 -0.304
H -2.28555 -4.66006 -3.67727 -0.018 0.000 0.011
H -2.94228 -3.85808 -2.24508 -0.051 -0.035 -0.011
H -0.34667 -5.46415 -2.40589 -0.021 0.006 -0.003
H -0.49184 -3.76011 -1.99479 0.053 -0.037 0.011
H -0.36096 -5.68975 -0.05397 -0.105 -0.046 0.119
H -1.37873 -4.24722 0.17713 -0.081 -0.075 0.060
H -4.13022 -5.99838 -2.29733 -0.011 -0.098 0.146
H -2.61850 -6.87804 -2.65234 -0.002 -0.023 0.061
```
Forces are in eV/Å.

electronic energy: -82560.011 eV
LUMO level: -3.88 eV
HOMO-LUMO gap: 7.56 eV
F_max: 0.0364 hartree/bohr
charge: +1
2S+1: 1


Which formula does entry 2 have?
C7H12Cl6F3NaO3S


Look up the 2S+1 of the fourth one.
1


The lowest LUMO level belongs to which entry?
C29H48F2NO6S3


Repeat the second record exactly.
Entry from OMol25: C7H12Cl6F3NaO3S as an isolated structure at a distorted geometry (wB97M-V/def2-TZVPD).

XYZ file:
```
33
Properties=species:S:1:pos:R:3:forces:R:3
Na -1.38514 1.51415 2.14454 0.286 -0.411 -0.124
C 2.74105 -2.40309 -1.05295 1.117 -0.111 1.824
F 2.42040 -1.44445 -1.94000 -0.069 -0.682 0.345
F 1.69750 -3.29584 -0.93735 1.183 1.130 -0.375
F 3.83940 -3.07326 -1.51977 -1.347 0.495 0.180
S 3.23158 -1.58984 0.74978 2.576 0.350 0.544
O 2.04623 -0.82061 1.07672 -0.759 0.280 -0.413
O 3.48254 -2.69052 1.68479 -0.594 0.300 -1.407
O 4.46182 -0.75904 0.54078 -2.495 -1.502 -0.575
Cl -2.82196 0.21991 -1.92739 0.368 -0.075 0.433
C -4.33419 0.21375 -2.81753 -0.131 -0.593 -1.438
C -5.07798 1.51750 -2.78354 -0.029 0.041 -0.445
Cl -5.44770 1.93071 -1.10274 -0.392 0.324 0.167
H -4.95331 -0.65112 -2.57924 0.004 0.260 0.806
H -4.05322 -0.03206 -3.84160 0.094 0.411 -0.198
H -5.98407 1.42872 -3.38288 -0.278 -0.204 0.411
H -4.56018 2.35278 -3.25501 0.433 -0.146 0.363
Cl 5.15901 3.74914 -3.44662 0.146 0.521 -0.398
C 4.05841 3.49090 -2.08780 0.304 -0.949 0.567
C 2.79674 4.32116 -2.18149 0.729 -0.133 -0.764
Cl 1.83248 4.06474 -0.71221 -0.184 0.101 -0.014
H 4.60832 3.66499 -1.16293 -0.069 0.226 -0.111
H 3.88504 2.41594 -2.13780 -0.471 0.135 0.260
H 2.24897 4.01093 -3.07133 -0.281 0.061 0.258
H 3.06019 5.37318 -2.29079 -0.206 -0.019 0.256
Cl -2.84935 -2.30646 3.18667 -0.201 0.561 -0.311
C -2.27294 -3.30389 4.53993 0.709 0.117 -0.153
C -0.87711 -2.77727 5.08568 -1.082 -1.863 -0.939
Cl -0.93460 -1.18527 5.78291 -0.345 0.691 0.586
H -2.27484 -4.29880 4.09468 0.996 -0.043 0.114
H -3.11250 -3.40338 5.22793 0.441 0.715 0.548
H -0.09963 -2.70076 4.32558 -0.437 -0.332 -0.349
H -0.53096 -3.53283 5.79096 -0.018 0.341 0.353
```
Forces are in eV/Å.

energy above the lowest of the compared OMol25 structures with the same formula, charge and spin: 38.1 kJ/mol
electronic energy: -112133.804 eV
LUMO level: -2.66 eV
HOMO-LUMO gap: 5.26 eV
F_max: 0.0577 hartree/bohr
charge: 0
2S+1: 1